(1)
29
Properties=species:S:1:pos:R:3 method="wB97M-V/def2-TZVPD" total_energy_ev=-67563.2255 fmax_ev_per_a=4.61 homo_ha="-0.500 / -0.500" total_charge=+1
Zn -4.345 -0.374 11.186
C -7.699 0.791 7.116
C -6.544 0.207 7.889
C -6.629 -1.090 8.457
C -5.558 -1.612 9.163
C -5.908 -2.894 9.909
C -4.275 -0.924 9.193
C -4.153 0.258 8.411
C -2.823 0.954 8.326
C -5.296 0.796 7.878
H -8.188 1.575 7.701
H -8.446 0.050 6.846
H -7.424 1.252 6.092
H -7.595 -1.512 8.556
H -5.035 -3.421 10.361
H -6.322 -3.650 9.238
H -6.582 -2.640 10.736
H -3.391 -1.507 9.442
H -2.556 1.236 7.319
H -2.025 0.296 8.687
H -2.789 1.858 8.919
H -5.277 1.780 7.340
O -4.669 0.535 12.829
N -3.312 0.968 12.477
C -3.222 2.293 12.593
C -1.879 2.716 12.812
N -0.882 3.181 13.195
C -4.324 3.160 12.695
N -5.299 3.810 12.843

---

(2)
10
Properties=species:S:1:pos:R:3 method="wB97M-V/def2-TZVPD" total_energy_ev=-9753.1234 fmax_ev_per_a=5.15 homo_ha="-0.582 / -0.583" total_charge=+1 e_above_lowest_ev=5.423
C -2.011 -0.144 -0.154
C 0.173 0.019 0.791
N -3.357 0.255 -0.232
O -3.172 -0.845 0.501
O -4.288 0.777 -0.622
O -1.089 0.481 0.524
H -0.478 -1.327 -0.788
H 0.452 -0.888 0.013
H 0.058 -0.379 1.794
H 1.056 0.749 0.605

---

(3)
97
Properties=species:S:1:pos:R:3 method="wB97M-V/def2-TZVPD" smiles="C#CCCC[C@H](C#N)[C@](C#N)(CCCCCOC)CON=O.CCOP(=O)(OCC)OCC.CCOP(=O)(OCC)OCC" total_energy_ev=-75452.7024 fmax_ev_per_a=9.30 homo_ha=-0.358
C 0.236 -1.399 0.009
C -0.909 -0.776 0.260
C -2.270 0.045 0.650
C -1.886 0.947 1.930
C -2.842 2.224 2.195
C -4.423 1.923 2.232
C -4.597 0.496 3.014
N -4.699 -0.683 3.341
C -5.224 2.011 0.844
C -4.422 2.633 -0.401
N -3.565 3.103 -1.148
C -6.487 3.040 1.096
C -7.702 2.384 1.934
C -9.081 2.327 1.038
C -9.535 0.815 0.675
C -11.006 0.410 1.262
O -10.972 0.090 2.681
C -10.324 -1.195 2.921
C -5.838 0.593 0.315
O -6.728 0.867 -0.841
N -6.204 0.310 -1.973
O -6.768 0.885 -2.879
H 1.281 -1.896 0.101
H -3.032 -0.786 0.936
H -2.552 0.626 -0.299
H -1.745 0.312 2.898
H -0.823 1.384 1.714
H -2.566 2.594 3.271
H -2.531 3.116 1.510
H -4.890 2.705 2.964
H -6.119 4.059 1.531
H -6.879 3.293 0.032
H -7.464 1.389 2.456
H -7.951 3.139 2.792
H -8.999 2.915 0.053
H -9.972 2.810 1.621
H -9.594 0.738 -0.476
H -8.720 0.107 1.074
H -11.757 1.242 0.991
H -11.325 -0.563 0.705
H -9.802 -1.633 1.974
H -9.488 -1.017 3.697
H -11.052 -1.982 3.344
H -4.958 -0.033 -0.077
H -6.489 0.049 1.086
O 3.448 -0.006 -2.336
P 3.828 -0.322 -3.791
O 3.844 1.272 -4.291
C 4.465 2.279 -3.500
C 5.925 2.463 -3.863
O 2.302 -0.699 -4.311
C 1.264 -1.015 -3.394
C 0.490 0.231 -3.009
O 4.290 -0.748 -5.386
C 5.456 -0.251 -6.010
C 6.712 -0.877 -5.446
H 4.371 2.084 -2.431
H 3.925 3.211 -3.698
H 6.485 1.537 -3.708
H 6.379 3.247 -3.249
H 6.035 2.748 -4.912
H 1.657 -1.540 -2.520
H 0.587 -1.712 -3.898
H 1.142 1.010 -2.605
H -0.271 -0.001 -2.261
H 0.000 0.663 -3.887
H 5.490 0.837 -5.973
H 5.378 -0.507 -7.071
H 6.773 -0.742 -4.364
H 7.597 -0.438 -5.912
H 6.719 -1.954 -5.638
O 7.389 -2.409 3.762
P 6.905 -1.568 2.572
O 6.370 -2.871 1.673
C 5.613 -3.913 2.279
C 4.123 -3.640 2.217
O 8.385 -1.388 1.848
C 9.592 -1.619 2.558
C 10.039 -3.060 2.404
O 6.354 -0.560 1.300
C 5.017 -0.559 0.842
C 4.083 0.114 1.822
H 5.913 -4.098 3.311
H 5.835 -4.827 1.719
H 3.874 -2.712 2.739
H 3.562 -4.458 2.680
H 3.786 -3.541 1.182
H 9.493 -1.332 3.608
H 10.354 -0.963 2.125
H 9.263 -3.764 2.716
H 10.937 -3.254 2.996
H 10.255 -3.284 1.355
H 4.686 -1.565 0.587
H 5.007 0.001 -0.099
H 4.145 -0.345 2.812
H 3.051 0.056 1.465
H 4.349 1.169 1.938